An isolated molecule of C18H18N4O4S in a non-equilibrium geometry, computed with ωB97M-V/def2-TZVPD.

Results
HOMO energy = -9.0697 eV
LUMO = -0.0112 Ha
Structure (SMILES) = CCc1nnc(NC(=O)c2ccc(S(=O)(=O)N(C)c3ccccc3)cc2)o1
Relative energy (zero: lowest compared OMol25 entry of this formula, charge and spin) = 123.2 kJ/mol
Kohn-Sham gap = 8.77 eV

Each line ends with the natural charge from an NBO analysis.
Geometry (Å):
C 7.4775 1.1535 -0.7944  -0.598
H 8.3376 1.2296 -1.4540  0.214
H 7.7150 1.6462 0.1454  0.212
H 6.6363 1.6653 -1.2559  0.216
C 7.1347 -0.3174 -0.5518  -0.455
C 5.9495 -0.4398 0.3252  0.459
N 5.8852 -0.9390 1.5116  -0.286
N 4.6073 -0.8195 1.9359  -0.337
C 3.9610 -0.2447 0.9692  0.605
N 2.6264 0.0526 0.9983  -0.623
C 1.9419 0.7485 0.0225  0.664
O 2.4720 1.1792 -0.9710  -0.555
C 0.4909 0.9289 0.3183  -0.129
C -0.2586 -0.0041 1.0333  -0.206
C -1.6098 0.2120 1.2399  -0.129
C -2.1987 1.3599 0.7428  -0.343
C -1.4734 2.2893 0.0215  -0.187
C -0.1248 2.0704 -0.1934  -0.170
H 0.4711 2.7710 -0.7584  0.243
H -1.9736 3.1710 -0.3472  0.246
S -3.9787 1.5356 0.8805  2.330
O -4.4131 0.9332 2.1003  -0.923
O -4.3516 2.8890 0.6069  -0.931
N -4.4884 0.5999 -0.4220  -0.665
C -4.2230 -0.7778 -0.3209  0.108
C -3.3628 -1.4359 -1.1961  -0.203
C -3.1303 -2.7926 -1.0519  -0.218
C -3.7413 -3.5052 -0.0356  -0.218
C -4.6008 -2.8530 0.8341  -0.200
C -4.8500 -1.5012 0.6912  -0.213
H -5.5147 -0.9865 1.3642  0.245
H -5.0895 -3.4029 1.6243  0.219
H -3.5539 -4.5625 0.0745  0.217
H -2.4620 -3.2914 -1.7384  0.216
H -2.8710 -0.8955 -1.9900  0.212
C -4.3200 1.2565 -1.6975  -0.428
H -4.7381 2.2550 -1.5935  0.245
H -4.8728 0.7058 -2.4573  0.221
H -3.2699 1.3431 -2.0001  0.185
H -2.2158 -0.4911 1.7887  0.240
H 0.1921 -0.9148 1.3991  0.219
H 2.1714 -0.2085 1.8610  0.431
O 4.7378 0.0257 -0.0876  -0.396
H 7.9611 -0.8344 -0.0655  0.241
H 6.9177 -0.8032 -1.5059  0.225

Cartesian forces (eV/Å) of the 3 atoms listed first:
0.05 -0.14 -0.04
0.06 0.08 -0.06
0.02 0.08 0.05

A structure of composition C18H18N5O5SSeSm in a non-equilibrium geometry, computed with ωB97M-V/def2-TZVPD.

Results
HOMO energy (spin up / spin down) = -7.0669 / -7.0627 eV
LUMO (spin up / spin down) = -0.0771 / -0.0772 Ha
<S²> = 8.758
Multiplicity = 6
Kohn-Sham gap (spin up / spin down) = 4.97 / 4.96 eV

Each line ends with the Löwdin spin population.
Geometry (Å):
Sm 0.3844 -0.0916 0.5747  5.047
C 3.3413 2.9864 0.0027  0.000
C 2.3970 1.9195 -0.5161  -0.001
O 1.2049 1.9074 -0.0404  -0.010
C 2.8787 1.0479 -1.4795  0.002
C 2.1615 -0.0462 -2.0377  -0.001
C 2.8631 -0.9748 -2.9830  0.000
N 0.9161 -0.2690 -1.6886  -0.006
N 0.3503 -1.4332 -2.1851  0.001
C -0.6705 -1.8666 -1.5066  0.001
O -1.1272 -1.3289 -0.4031  -0.009
C -1.3135 -3.1176 -1.9920  0.000
C -2.5093 -3.5410 -1.4165  0.000
C -3.1051 -4.7240 -1.8254  0.000
C -2.5081 -5.5000 -2.8082  0.000
C -1.3155 -5.0825 -3.3853  0.000
C -0.7203 -3.8988 -2.9819  0.000
H 2.8816 3.5029 0.8439  0.000
H 3.5522 3.7126 -0.7835  0.000
H 4.2848 2.5421 0.3177  0.000
H 3.9103 1.1733 -1.7785  0.000
H 3.8156 -0.5612 -3.3067  0.000
H 2.2282 -1.1776 -3.8439  0.000
H 3.0336 -1.9258 -2.4742  0.000
H -2.9629 -2.9258 -0.6507  0.000
H -4.0377 -5.0459 -1.3786  0.000
H -2.9692 -6.4272 -3.1242  0.000
H -0.8472 -5.6864 -4.1525  0.000
H 0.2079 -3.5577 -3.4186  0.000
Se 0.1531 3.1983 3.2220  -0.001
N -1.4816 3.2161 3.8687  0.001
C -2.1094 2.1622 3.3685  0.000
C -3.4439 1.7571 3.6095  0.001
C -3.8806 0.6298 2.9746  0.000
C -3.0339 -0.0802 2.0850  0.001
N -1.7973 0.2565 1.8310  -0.006
C -1.3219 1.3373 2.4891  0.000
N -0.0666 1.7176 2.3153  -0.005
H -4.0796 2.3276 4.2731  0.000
H -4.8898 0.2756 3.1292  0.000
H -3.4046 -0.9440 1.5456  0.000
C 0.5172 -3.5101 1.4584  0.001
S 1.5853 -2.1455 1.9026  0.001
O 2.0289 -1.5530 0.6144  -0.009
O 2.6407 -2.6327 2.7324  0.000
O 0.7010 -1.1346 2.5306  -0.005
H 1.0673 -4.1557 0.7783  0.000
H -0.3661 -3.0986 0.9729  0.000
H 0.2526 -4.0357 2.3723  0.000

Cartesian forces (eV/Å) of the 3 atoms listed first:
-1.27 3.17 -1.36
-0.20 0.00 -0.06
0.38 0.12 -0.66

An isolated molecule of C18H18N6O2S in a non-equilibrium geometry, computed with ωB97M-V/def2-TZVPD.

Results
HOMO energy = -8.4531 eV
LUMO = -0.0209 Ha
Structure (SMILES) = CCCn1c2ccccc2c2nnc(SCC(=O)Nc3cc(C)on3)nc21
Relative energy (zero: lowest compared OMol25 entry of this formula, charge and spin) = 1720.8 kJ/mol
Kohn-Sham gap = 7.88 eV

Each line ends with the natural charge from an NBO analysis.
Geometry (Å):
C 1.6749 2.2031 2.1024  -0.595
H 1.1290 3.0343 2.2480  0.225
C 1.3849 1.0813 2.8237  -0.370
H 0.2591 0.6627 2.5810  0.174
H 1.2861 1.0636 3.7598  0.196
C 2.0911 -0.2983 2.6658  -0.208
N 2.0264 -0.7584 1.4020  -0.372
C 1.0242 -1.1764 0.5275  0.423
N -0.1413 -1.5403 1.1233  -0.492
C -0.9390 -2.0636 0.3253  0.344
N -0.8694 -1.9461 -0.9584  -0.407
N 0.2292 -1.7406 -1.6379  -0.114
C 1.2991 -1.5387 -0.8732  0.068
C 2.6134 -0.7584 -0.9647  -0.039
C 3.3600 -0.7368 -2.2713  -0.084
C 4.5487 -0.1752 -1.8951  -0.218
C 5.1188 0.1409 -0.7344  -0.190
C 4.2820 0.1358 0.4433  -0.238
C 3.1713 -0.2834 0.1879  0.151
H 4.6679 0.5941 1.4249  0.243
H 6.0165 0.7473 -0.8126  0.224
H 5.1287 0.0628 -2.7362  0.201
H 2.9885 -0.9528 -3.0364  0.176
S -2.6106 -2.4049 1.1639  0.111
C -3.6336 -1.8475 -0.6708  -0.421
C -3.5561 -0.4785 -0.4851  0.589
O -4.4450 -0.0080 0.0966  -0.545
N -2.5396 0.1669 -1.2079  -0.617
C -2.1050 1.2121 -0.8473  0.365
N -0.7332 1.4298 -1.1977  -0.276
O -0.4851 2.8610 -0.9572  -0.298
C -1.6252 3.2807 -0.4909  0.364
C -2.5806 2.4372 -0.3464  -0.411
H -3.6343 2.3655 -0.0296  0.264
C -1.5452 4.6476 0.0980  -0.622
H -0.4396 5.1653 0.3705  0.208
H -2.1149 4.8649 0.7957  0.211
H -1.8561 5.4046 -0.4270  0.225
H -1.9700 -0.6093 -1.6187  0.449
H -4.7311 -2.2728 -0.0741  0.261
H -3.1547 -2.5645 -1.1651  0.235
H 1.6703 -0.9774 3.4693  0.223
H 3.0785 -0.0077 2.9071  0.196
H 2.6024 2.3539 2.2529  0.186
H 1.4294 2.0549 0.8817  0.204

Cartesian forces (eV/Å) of the 3 atoms listed first:
-3.22 -0.48 -7.52
-1.98 2.82 1.22
-6.29 -7.62 -4.11

A structure of composition C18H18N8O4S2Ti, computed with ωB97M-V/def2-TZVPD.

Results
HOMO energy = -6.2322 eV
LUMO = -0.0336 Ha
Relative energy (zero: lowest compared OMol25 entry of this formula, charge and spin) = 0.0 kJ/mol
Kohn-Sham gap = 5.32 eV

Each line ends with the natural charge from an NBO analysis.
Geometry (Å):
Ti -0.0556 0.0703 0.3827  1.531
O 2.8094 0.5082 3.3512  -0.668
C 1.6702 0.2968 2.6608  0.638
O 1.6317 0.5525 1.3965  -0.707
C 0.5040 -0.1497 3.2405  -0.108
C 0.2019 -0.5538 4.5772  -0.152
C -1.0449 -0.9843 4.8809  -0.254
C -2.0570 -1.0289 3.8568  -0.185
C -1.7455 -0.6336 2.6080  0.031
N -0.4859 -0.1928 2.2612  -0.530
C -2.6315 -0.6127 1.4110  0.770
O -3.7929 -0.9250 1.4047  -0.569
O -1.9461 -0.1868 0.3450  -0.721
H 3.4910 0.7576 2.7150  0.493
H 0.9855 -0.5173 5.3222  0.228
H -1.2858 -1.3048 5.8847  0.219
H -3.0593 -1.3771 4.0633  0.239
N -0.2055 2.9519 2.0541  -0.745
C -0.0666 3.2321 0.7630  0.641
N 0.0834 4.5064 0.4051  -0.574
C 0.1801 4.7239 -0.9004  0.607
N 0.3597 5.9851 -1.3132  -0.757
N 0.1250 3.7773 -1.8673  -0.555
C -0.0124 2.5549 -1.4101  0.481
N -0.0945 2.2001 -0.1226  -0.606
C -0.0891 1.4437 -2.3941  0.154
C -0.0639 1.6749 -3.7574  -0.198
C -0.1564 0.5815 -4.6050  -0.143
C -0.2728 -0.6859 -4.0623  -0.225
C -0.2778 -0.8270 -2.6837  0.104
N -0.1822 0.2194 -1.8687  -0.448
H -0.1897 3.7071 2.7153  0.417
H -0.3376 1.9943 2.3527  0.435
H 0.3750 6.7280 -0.6388  0.413
H 0.4010 6.1791 -2.2964  0.412
H 0.0230 2.6868 -4.1224  0.248
H -0.1382 0.7211 -5.6777  0.227
H -0.3508 -1.5637 -4.6874  0.235
H -0.3443 -1.7966 -2.2095  0.236
C 3.8802 -1.1768 -0.2789  -0.745
S 3.1185 -0.0504 -1.4546  0.213
C 3.8944 1.4843 -0.9258  -0.749
H 4.9657 -1.1010 -0.3370  0.213
H 3.5802 -2.1892 -0.5415  0.254
H 3.5354 -0.9646 0.7329  0.215
H 3.5701 1.7468 0.0818  0.214
H 3.5778 2.2694 -1.6124  0.225
H 4.9804 1.4048 -0.9672  0.216
S 1.5917 -4.3991 -0.2077  -0.180
C 0.9944 -2.9218 -0.0208  0.210
N 0.5570 -1.8378 0.1163  -0.700

Cartesian forces (eV/Å) of the 3 atoms listed first:
0.18 -0.14 0.13
0.01 0.00 0.00
-0.02 -0.01 0.05

A structure of composition C18H19AlN3O5S, computed with ωB97M-V/def2-TZVPD.

Results
HOMO energy = -16.4343 eV
LUMO = -0.4287 Ha
Kohn-Sham gap = 4.77 eV
Total charge = +3

Each line ends with the natural charge from an NBO analysis.
Geometry (Å):
Al -0.8191 1.3604 1.4780  1.870
O 2.0532 4.0225 1.8540  -0.529
C 1.0367 3.2845 1.9738  0.860
O 0.6550 2.4560 1.1263  -0.735
C 0.2085 3.4004 3.2199  0.098
C 0.3420 4.2169 4.3199  -0.115
C -0.6397 4.1054 5.3049  -0.070
C -1.6950 3.2055 5.1597  -0.134
C -1.7149 2.4224 4.0237  0.098
N -0.7783 2.5408 3.1097  -0.574
C -2.6661 1.3477 3.5411  0.853
O -3.7086 0.9453 4.1380  -0.517
O -2.3646 0.8307 2.4579  -0.704
H 2.5465 3.9159 1.0165  0.561
H 1.1668 4.9143 4.4172  0.297
H -0.5877 4.7298 6.1906  0.293
H -2.4615 3.1447 5.9250  0.279
H -3.9324 1.3597 4.9845  0.545
C 2.5996 0.1154 0.7662  -0.611
C 2.6498 -1.2935 0.1877  -0.419
C 1.2719 -1.8420 -0.1463  -0.216
N 0.6624 -1.1572 -1.3131  -0.522
C -0.4313 -0.4473 -1.4151  0.425
S -1.4877 -0.0553 -0.0365  -0.241
N -0.9321 -0.0990 -2.5811  -0.609
C -0.5091 -0.6022 -3.9560  0.680
O -0.2519 0.2565 -4.7349  -0.439
C -0.4971 -2.0562 -4.1466  -0.280
C -1.2063 -2.9404 -3.3255  -0.123
C -1.2140 -4.2829 -3.6209  -0.228
C -0.5276 -4.7500 -4.7398  -0.119
C 0.1769 -3.8715 -5.5569  -0.196
C 0.1742 -2.5248 -5.2765  -0.118
H 3.6023 0.4762 1.0026  0.255
H 2.0192 0.1122 1.6970  0.167
H 2.1478 0.8270 0.0656  0.194
H 3.1114 -1.9728 0.9043  0.252
H 3.2756 -1.3104 -0.7088  0.233
H 0.5970 -1.7537 0.6960  0.208
H 1.3395 -2.8966 -0.4048  0.253
H 1.1509 -1.3156 -2.1874  0.442
H -1.6562 0.6034 -2.6110  0.447
H -1.7985 -2.5807 -2.4873  0.195
H -1.7610 -4.9725 -2.9903  0.241
H -0.5431 -5.8082 -4.9749  0.248
H 0.7229 -4.2407 -6.4152  0.252
H 0.6738 -1.8198 -5.9314  0.252

Cartesian forces (eV/Å) of the 3 atoms listed first:
-0.25 0.15 0.36
0.38 0.38 0.09
-0.16 0.24 0.61